<A>
{
  "formula": "C3H6ClP",
  "method": "the ωB97M-V functional and the def2-TZVPD basis",
  "symbols": ["C", "C", "C", "P", "Cl", "H", "H", "H", "H", "H", "H"],
  "positions_angstrom": [[0.51813, -1.14844, 0.86178], [-0.54561, 0.59123, -0.48537], [0.72047, -0.15389, -0.13095], [-1.00293, -1.62949, 1.44834], [1.94918, -1.92352, 1.43580], [-1.01143, -0.13380, -1.02015], [-0.32150, 1.48260, -1.11880], [-0.96650, 1.07771, 0.38604], [1.40549, -0.39589, -0.87104], [1.93504, 0.67706, 0.23382], [-0.50513, -2.66037, 2.14745]],
  "homo_ev": -8.824,
  "spin_multiplicity": 1
}

***

<B>
{
  "formula": "C3H6ClP",
  "method": "the ωB97M-V functional and the def2-TZVPD basis",
  "symbols": ["C", "C", "C", "P", "Cl", "H", "H", "H", "H", "H", "H"],
  "positions_angstrom": [[-1.53484, -0.15915, 0.06888], [0.97611, 0.01577, 0.52546], [-0.38017, 0.54080, 0.19049], [-1.70105, -1.91393, 0.07763], [-2.92702, 0.84282, 0.04337], [1.15445, -0.96074, 0.10135], [1.08196, -0.31879, 1.52789], [1.66370, 0.71698, 0.42504], [-0.60625, 1.53851, 0.15828], [0.49413, 2.07175, -1.68892], [-3.06614, -1.91613, -0.54013]],
  "homo_ev": [-8.238, -9.424],
  "spin_multiplicity": 1
}

***

<C>
{
  "formula": "C3H6ClP",
  "method": "the ωB97M-V functional and the def2-TZVPD basis",
  "symbols": ["C", "C", "C", "P", "Cl", "H", "H", "H", "H", "H", "H"],
  "positions_angstrom": [[0.95948, -1.13145, -0.05098], [-0.28859, -0.23856, -0.04663], [0.07097, 1.20670, 0.01875], [-1.80332, -0.96596, 0.02871], [-3.12137, 0.61850, -0.07192], [1.27429, -1.21751, 0.98424], [0.76869, -2.11154, -0.19458], [1.64363, -0.84208, -0.84426], [-0.43549, 1.73037, -0.69866], [1.10993, 1.44728, -0.06030], [-0.17822, 1.50426, 0.93562]],
  "homo_ev": -8.887,
  "spin_multiplicity": 1,
  "smiles": "CC(C)=PCl"
}

***

Stability, lowest: <B>